The following is a quantum chemistry calculation of C3H7N3O2 as an isolated structure, from OMol25.

Each line ends with the Mulliken charge.
Positions of all 15 atoms, in Å:
C 1.27463 1.30394 0.46574  -1.15
C 0.90918 0.54575 -0.72026  -0.75
C -1.46064 -0.16218 -0.22942  0.46
H 2.20748 1.83217 0.32132  0.38
H 1.51987 0.77170 1.27340  0.49
H 0.36575 1.94617 1.33672  0.23
H 0.71386 1.28641 -1.64590  0.25
H 1.51974 -0.01723 -0.83776  0.79
H -1.58761 -2.07911 0.69189  0.41
H -3.20106 -1.05679 0.24129  0.18
N -0.02666 -0.54954 -0.50157  0.34
N 0.26687 -1.76752 -0.00636  -0.18
N -2.23673 -1.07721 0.14310  -0.35
O 1.48425 -2.01483 -0.16903  -0.49
O -1.74892 1.03824 -0.36316  -0.59

The energy relative to the best compared isomer or geometry (same formula, charge and spin) is 8.796 eV. The electronic energy is -432.99953 Ha. Its spin multiplicity is 1. The HOMO energy is -10.21 eV. The strongest force on any atom is 18.69 eV/A. Its orbital gap is 10.084 eV.